[1]
{"formula": "C19H43CoOP3SSe", "method": "ωB97M-V/def2-TZVPD", "e_lumo_ev": [-8.61, -13.37], "homo_energy_ev": [-16.394, -16.603], "relative_energy_kj_mol": 108.1, "total_energy_ha": -6030.26275, "charge": 3, "s_squared": 6.061, "gap_ev": [7.78, 3.23], "multiplicity": 5, "symbols": ["Co", "P", "P", "P", "H", "C", "C", "H", "C", "C", "C", "C", "C", "C", "C", "C", "C", "H", "H", "H", "H", "H", "H", "H", "H", "H", "H", "H", "H", "H", "H", "H", "H", "H", "H", "H", "H", "H", "H", "H", "H", "H", "H", "H", "H", "H", "C", "C", "C", "C", "C", "C", "Se", "H", "H", "H", "H", "H", "H", "C", "S", "C", "O", "H", "H", "H", "H", "H", "H"], "positions_angstrom": [[0.51, -0.15, -0.08], [0.77, -1.49, 1.66], [0.37, 1.72, 1.20], [-0.79, -1.55, -1.32], [0.12, 2.38, -1.63], [-0.57, 1.56, -1.79], [-1.76, 1.51, -1.12], [-1.99, 2.23, -0.34], [2.52, -2.07, 1.72], [0.57, -1.02, 3.43], [-0.08, -3.12, 1.82], [0.19, 3.48, 0.67], [-0.76, 1.83, 2.65], [2.09, 1.78, 1.86], [-1.54, -1.22, -2.97], [-2.26, -2.43, -0.62], [0.37, -2.90, -1.79], [-0.34, 0.94, -2.65], [-2.54, 0.80, -1.38], [2.66, -2.66, 2.64], [3.21, -1.22, 1.73], [2.74, -2.70, 0.85], [1.12, -1.74, 4.05], [-0.49, -1.06, 3.71], [0.95, -0.02, 3.65], [0.45, -3.72, 2.57], [-0.10, -3.68, 0.87], [-1.11, -2.96, 2.17], [0.88, 4.09, 1.27], [-0.84, 3.82, 0.86], [0.43, 3.64, -0.38], [-0.23, 2.28, 3.50], [-1.14, 0.85, 2.94], [-1.62, 2.46, 2.40], [2.31, 2.81, 2.14], [2.80, 1.47, 1.08], [2.22, 1.13, 2.73], [-1.57, -2.16, -3.53], [-0.97, -0.50, -3.55], [-2.57, -0.85, -2.84], [-2.53, -3.26, -1.29], [-3.09, -1.73, -0.54], [-2.06, -2.84, 0.37], [-0.06, -3.44, -2.65], [0.54, -3.60, -0.97], [1.33, -2.46, -2.09], [3.17, 0.73, -2.78], [2.60, 1.83, -3.44], [3.29, 2.44, -4.51], [4.53, 1.95, -4.92], [5.10, 0.85, -4.26], [4.42, 0.25, -3.20], [2.37, -0.28, -1.23], [1.37, 0.98, -0.49], [1.63, 2.21, -3.14], [2.84, 3.29, -5.02], [5.07, 2.42, -5.74], [6.07, 0.46, -4.57], [4.85, -0.61, -2.69], [-4.71, 1.27, 2.83], [-3.64, 0.03, 2.10], [-4.52, -1.46, 2.58], [-3.79, 0.15, 0.61], [-5.12, 0.90, 3.77], [-5.49, 1.49, 2.10], [-4.10, 2.16, 3.02], [-5.37, -1.57, 1.89], [-3.83, -2.31, 2.49], [-4.86, -1.36, 3.62]], "mulliken_spin": [2.088, 0.069, 0.059, 0.143, 0.003, -0.006, 0.098, 0.013, 0.029, 0.003, -0.002, 0.020, -0.013, -0.008, 0.025, -0.007, 0.017, -0.008, -0.003, 0.003, 0.002, -0.001, 0.002, 0.003, 0.002, 0.002, 0.000, 0.003, -0.001, 0.003, 0.001, 0.003, 0.006, 0.001, 0.001, 0.005, -0.001, 0.003, -0.004, 0.003, 0.006, -0.001, 0.003, -0.001, 0.001, 0.000, -0.001, 0.016, -0.015, 0.048, -0.022, 0.036, 0.430, -0.050, 0.009, 0.000, 0.001, 0.000, 0.002, 0.069, 0.234, 0.070, 0.592, 0.006, 0.000, 0.002, 0.003, 0.003, 0.004]}



[2]
{"formula": "C3H3NO2", "method": "ωB97M-V/def2-TZVPD", "e_lumo_ev": -0.12, "homo_energy_ev": -8.923, "relative_energy_kj_mol": 589.3, "total_energy_ha": -321.15319, "smiles": "N#CC1=CO1.O", "charge": 0, "gap_ev": 8.80, "symbols": ["N", "C", "C", "C", "O", "H", "O", "H", "H"], "positions_angstrom": [[3.14, 0.60, -0.09], [2.21, -0.06, -0.11], [1.10, -0.79, 0.03], [-0.03, -1.34, 0.00], [0.98, -2.22, -0.44], [-1.05, -1.34, 0.22], [0.21, 2.00, -0.45], [-0.40, 2.72, -1.06], [1.05, 2.13, -0.99]], "nbo_charge": [-0.247, 0.213, 0.084, 0.214, -0.493, 0.227, -0.944, 0.471, 0.476]}



[3]
{"formula": "C21H33CdN9O", "method": "ωB97M-V/def2-TZVPD", "e_lumo_ev": -5.56, "homo_energy_ev": -14.362, "relative_energy_kj_mol": 15.5, "total_energy_ha": -1555.46665, "charge": 2, "gap_ev": 8.80, "symbols": ["Cd", "N", "C", "C", "N", "C", "C", "N", "C", "C", "N", "H", "H", "H", "H", "H", "H", "H", "H", "H", "H", "H", "H", "H", "H", "H", "H", "H", "H", "C", "C", "C", "C", "N", "C", "C", "C", "C", "C", "C", "N", "H", "H", "H", "H", "H", "H", "H", "H", "C", "N", "C", "C", "C", "N", "C", "O", "N", "H", "H", "H", "H", "H", "H", "H"], "positions_angstrom": [[0.31, -0.37, 0.12], [-0.73, -1.82, -1.40], [-0.23, -3.21, -1.31], [-0.39, -3.70, 0.12], [0.38, -2.88, 1.07], [-0.22, -2.87, 2.42], [-0.22, -1.51, 3.08], [-0.81, -0.51, 2.17], [1.79, -3.30, 1.09], [2.75, -2.17, 1.40], [2.61, -1.09, 0.41], [-1.67, -1.78, -1.01], [-0.80, -1.54, -2.37], [0.81, -3.23, -1.63], [-0.79, -3.88, -1.97], [-0.11, -4.76, 0.18], [-1.45, -3.63, 0.39], [0.27, -3.59, 3.08], [-1.26, -3.20, 2.33], [0.78, -1.18, 3.35], [-0.79, -1.59, 4.02], [-1.01, 0.36, 2.66], [-1.71, -0.84, 1.80], [2.04, -3.69, 0.10], [1.95, -4.12, 1.79], [3.77, -2.57, 1.42], [2.56, -1.75, 2.39], [2.98, -1.40, -0.49], [3.17, -0.29, 0.67], [1.66, 1.31, -4.10], [2.31, 2.50, -3.82], [2.49, 2.86, -2.49], [2.01, 2.03, -1.49], [1.36, 0.90, -1.76], [1.20, 0.55, -3.04], [2.20, 2.38, -0.05], [3.18, 3.26, 0.38], [3.30, 3.55, 1.73], [2.43, 2.95, 2.62], [1.49, 2.06, 2.12], [1.37, 1.78, 0.82], [1.51, 0.97, -5.11], [2.68, 3.13, -4.61], [2.99, 3.79, -2.25], [0.69, -0.39, -3.22], [3.86, 3.71, -0.33], [4.06, 4.24, 2.07], [2.48, 3.14, 3.68], [0.81, 1.56, 2.79], [-5.49, -0.44, -0.35], [-4.39, 0.50, -0.52], [-4.58, 1.75, -1.00], [-3.57, 2.63, -1.14], [-2.28, 2.18, -0.74], [-2.07, 0.94, -0.29], [-3.12, 0.08, -0.16], [-2.96, -1.07, 0.28], [-1.22, 3.00, -0.82], [-6.41, 0.04, -0.67], [-5.57, -0.73, 0.70], [-5.31, -1.33, -0.94], [-5.60, 2.00, -1.27], [-3.73, 3.62, -1.52], [-1.36, 3.98, -1.03], [-0.37, 2.73, -0.36]], "nbo_charge": [1.684, -0.947, -0.232, -0.232, -0.510, -0.236, -0.230, -0.951, -0.235, -0.234, -0.911, 0.419, 0.386, 0.191, 0.216, 0.210, 0.218, 0.212, 0.216, 0.187, 0.214, 0.390, 0.422, 0.204, 0.212, 0.214, 0.198, 0.387, 0.390, -0.228, -0.123, -0.214, 0.153, -0.533, 0.065, 0.157, -0.216, -0.125, -0.220, 0.045, -0.554, 0.249, 0.248, 0.237, 0.191, 0.241, 0.250, 0.250, 0.199, -0.399, -0.386, 0.136, -0.374, 0.472, -0.659, 0.765, -0.722, -0.756, 0.222, 0.232, 0.229, 0.239, 0.251, 0.414, 0.411]}



[4]
{"formula": "C20H16ClNO8PPd", "method": "ωB97M-V/def2-TZVPD", "e_lumo_ev": [-3.19, -6.79], "homo_energy_ev": [-11.951, -12.906], "relative_energy_kj_mol": 80.4, "total_energy_ha": -2357.20850, "charge": 1, "s_squared": 6.021, "gap_ev": [8.76, 6.11], "multiplicity": 5, "symbols": ["Pd", "O", "C", "O", "C", "O", "O", "N", "C", "C", "C", "C", "C", "C", "P", "C", "C", "C", "C", "C", "C", "C", "C", "C", "C", "C", "C", "H", "H", "H", "H", "H", "H", "H", "H", "H", "H", "H", "H", "H", "H", "H", "H", "O", "Cl", "O", "O", "O"], "positions_angstrom": [[-0.22, 2.25, -0.02], [-2.05, 5.96, 0.49], [-1.75, 4.84, 0.28], [-1.58, 3.78, 0.87], [-1.61, 4.47, -1.58], [-2.04, 5.37, -2.22], [-1.17, 3.34, -1.71], [-2.39, 1.16, 0.46], [-2.56, -0.23, 0.23], [-3.82, -0.80, 0.07], [-3.94, -2.17, -0.05], [-2.82, -2.99, -0.02], [-1.56, -2.43, 0.09], [-1.43, -1.05, 0.19], [0.22, -0.25, 0.11], [1.15, -0.93, 1.48], [0.46, -1.25, 2.66], [1.16, -1.67, 3.77], [2.55, -1.76, 3.72], [3.23, -1.44, 2.56], [2.55, -1.00, 1.44], [0.89, -0.73, -1.50], [1.68, -1.86, -1.68], [2.12, -2.18, -2.96], [1.78, -1.37, -4.04], [0.99, -0.24, -3.85], [0.55, 0.08, -2.58], [-3.18, 1.71, 0.10], [-2.28, 1.38, 1.45], [-4.70, -0.18, 0.07], [-4.92, -2.61, -0.17], [-2.94, -4.06, -0.09], [-0.69, -3.06, 0.09], [-0.62, -1.17, 2.68], [0.63, -1.92, 4.67], [3.09, -2.08, 4.59], [4.31, -1.51, 2.53], [3.08, -0.72, 0.54], [1.95, -2.49, -0.85], [2.73, -3.05, -3.11], [2.13, -1.62, -5.03], [0.73, 0.38, -4.69], [-0.06, 0.97, -2.42], [1.47, 3.83, 0.22], [2.11, 2.65, 0.70], [3.41, 2.86, 1.14], [2.08, 1.68, -0.37], [1.28, 2.10, 1.75]], "mulliken_spin": [1.541, 0.266, 0.108, 0.302, 0.060, 0.249, 0.294, 0.220, 0.001, 0.025, -0.006, 0.016, 0.011, 0.012, 0.363, 0.045, 0.056, -0.021, 0.064, -0.021, 0.039, 0.036, 0.009, 0.000, 0.010, 0.003, 0.026, -0.007, -0.008, -0.001, 0.000, 0.001, 0.003, 0.004, 0.000, 0.002, -0.001, -0.002, 0.000, 0.001, 0.000, 0.000, -0.005, 0.117, -0.006, 0.017, 0.091, 0.083]}



[5]
{"formula": "C4H6OS2", "method": "ωB97M-V/def2-TZVPD", "e_lumo_ev": 0.44, "homo_energy_ev": -9.336, "relative_energy_kj_mol": 282.4, "total_energy_ha": -1027.52398, "smiles": "O=CSC1CSC1", "charge": 0, "gap_ev": 9.78, "symbols": ["O", "C", "S", "C", "C", "S", "C", "H", "H", "H", "H", "H", "H"], "positions_angstrom": [[-2.86, 1.54, 0.04], [-1.84, 0.86, 0.24], [-1.69, -0.95, -0.18], [0.06, -0.72, -0.15], [0.76, 0.17, -1.26], [2.09, 0.69, -0.04], [0.89, -0.31, 1.18], [-0.93, 1.36, 0.49], [0.44, -1.73, -0.09], [1.14, -0.46, -2.08], [0.04, 0.77, -1.82], [1.44, -1.41, 1.56], [0.46, 0.18, 2.13]], "nbo_charge": [-0.511, 0.267, 0.231, -0.430, -0.533, 0.158, -0.476, 0.149, 0.246, 0.222, 0.227, 0.216, 0.233]}



[6]
{"formula": "C36H52F12I2N8O6S", "method": "ωB97M-V/def2-TZVPD", "e_lumo_ev": -0.70, "homo_energy_ev": -8.517, "total_energy_ha": -4484.56889, "charge": 0, "gap_ev": 7.81, "symbols": ["C", "C", "O", "N", "C", "C", "C", "C", "C", "C", "F", "F", "C", "F", "F", "C", "F", "F", "C", "F", "F", "F", "C", "C", "C", "C", "F", "F", "F", "C", "C", "I", "C", "C", "I", "C", "N", "S", "N", "C", "H", "H", "H", "H", "H", "H", "H", "H", "H", "H", "H", "H", "H", "H", "H", "H", "H", "C", "C", "O", "N", "C", "H", "H", "H", "H", "H", "H", "H", "C", "C", "O", "N", "C", "H", "H", "H", "H", "H", "H", "H", "C", "C", "O", "N", "C", "H", "H", "H", "H", "H", "H", "H", "C", "C", "O", "N", "C", "H", "H", "H", "H", "H", "H", "H", "C", "C", "O", "N", "C", "H", "H", "H", "H", "H", "H", "H"], "positions_angstrom": [[7.70, -4.37, -3.05], [7.38, -4.20, -4.52], [7.74, -4.96, -5.37], [6.67, -2.98, -4.78], [6.87, -2.48, -6.16], [5.29, -3.02, -4.40], [4.80, -2.09, -3.51], [5.76, -1.08, -2.94], [5.77, 0.20, -3.78], [6.91, 1.12, -3.39], [6.81, 1.56, -2.11], [8.10, 0.43, -3.47], [7.10, 2.33, -4.34], [8.10, 3.11, -3.85], [7.49, 1.86, -5.54], [5.85, 3.22, -4.54], [5.03, 2.63, -5.44], [5.20, 3.35, -3.37], [6.16, 4.65, -5.06], [6.73, 5.40, -4.13], [6.95, 4.58, -6.14], [5.00, 5.23, -5.42], [3.40, -2.10, -3.10], [2.88, -1.16, -2.04], [2.24, 0.16, -2.53], [2.61, 1.33, -1.65], [2.16, 1.15, -0.40], [3.95, 1.51, -1.56], [2.09, 2.48, -2.11], [2.53, -3.02, -3.61], [1.09, -3.04, -3.27], [0.57, -4.26, -1.67], [0.22, -2.33, -3.98], [0.58, -1.50, -5.18], [-1.84, -2.28, -3.58], [3.02, -3.99, -4.53], [2.30, -4.94, -5.13], [3.30, -5.74, -6.09], [4.67, -4.95, -5.83], [4.40, -3.99, -4.94], [8.09, -5.37, -2.87], [6.80, -4.20, -2.45], [8.42, -3.61, -2.77], [6.02, -2.70, -6.81], [7.04, -1.41, -6.14], [7.75, -2.96, -6.59], [5.52, -0.88, -1.90], [6.76, -1.53, -2.97], [4.83, 0.74, -3.66], [5.91, -0.06, -4.83], [3.66, -0.98, -1.30], [2.10, -1.70, -1.50], [2.50, 0.38, -3.57], [1.16, 0.08, -2.48], [-0.16, -1.65, -5.97], [0.59, -0.43, -4.94], [1.56, -1.77, -5.58], [7.45, -2.74, 1.23], [6.31, -1.82, 0.87], [5.16, -2.22, 0.75], [6.60, -0.50, 0.68], [7.88, 0.16, 0.76], [7.05, -3.74, 1.34], [8.21, -2.74, 0.44], [7.92, -2.43, 2.16], [5.79, 0.06, 0.45], [7.87, 0.94, 1.52], [8.14, 0.62, -0.20], [8.66, -0.56, 1.01], [-1.23, -2.44, 2.99], [-1.30, -2.36, 1.49], [-0.33, -2.07, 0.81], [-2.49, -2.64, 0.90], [-3.74, -3.01, 1.55], [-0.22, -2.19, 3.30], [-1.93, -1.74, 3.45], [-1.47, -3.44, 3.34], [-2.47, -2.58, -0.11], [-4.07, -3.99, 1.20], [-4.52, -2.28, 1.31], [-3.63, -3.04, 2.62], [-7.25, -1.72, 3.21], [-6.07, -1.56, 4.15], [-5.22, -2.43, 4.26], [-6.00, -0.41, 4.86], [-6.92, 0.71, 4.85], [-7.16, -2.68, 2.72], [-8.19, -1.68, 3.76], [-7.25, -0.93, 2.46], [-5.20, -0.37, 5.47], [-6.40, 1.62, 4.54], [-7.34, 0.86, 5.84], [-7.74, 0.52, 4.16], [-10.70, 3.02, 5.98], [-10.58, 1.52, 6.15], [-9.90, 0.84, 5.40], [-11.26, 0.95, 7.17], [-12.11, 1.60, 8.15], [-10.10, 3.32, 5.13], [-11.74, 3.31, 5.80], [-10.34, 3.55, 6.86], [-11.14, -0.05, 7.23], [-11.72, 1.43, 9.16], [-13.12, 1.21, 8.11], [-12.15, 2.67, 7.97], [-10.22, 6.50, 4.01], [-9.62, 6.58, 5.40], [-10.28, 6.36, 6.40], [-8.30, 6.90, 5.49], [-7.37, 7.18, 4.42], [-11.26, 6.23, 4.11], [-10.14, 7.46, 3.50], [-9.71, 5.74, 3.41], [-7.96, 6.94, 6.44], [-6.53, 6.48, 4.43], [-6.96, 8.19, 4.52], [-7.86, 7.11, 3.46]], "mulliken_charge": [-1.117, 0.773, -0.569, 0.652, -1.007, -1.397, 0.422, -0.736, -0.809, 0.956, -0.287, -0.350, 0.401, -0.320, -0.296, 0.704, -0.305, -0.284, 0.554, -0.229, -0.243, -0.244, 0.947, -0.560, -0.749, 0.647, -0.287, -0.097, -0.339, 0.892, -1.791, 0.213, -0.044, -1.302, 0.071, 0.696, -0.608, 0.076, -0.597, 1.127, 0.415, 0.268, 0.247, 0.351, 0.233, 0.430, -0.760, 1.112, 0.276, 0.451, 0.215, 0.310, 0.316, 0.429, 0.536, 0.298, 0.230, -1.563, 1.093, -0.637, -0.087, -0.879, 0.328, 0.377, 0.423, 0.122, 0.307, 0.193, 0.385, -1.371, 0.754, -0.513, 0.018, -0.847, 0.260, 0.379, 0.384, 0.125, 0.242, 0.292, 0.289, -1.354, 0.766, -0.663, -0.118, -0.783, 0.283, 0.458, 0.366, 0.233, 0.269, 0.266, 0.287, -1.227, 0.627, -0.627, -0.157, -0.830, 0.215, 0.417, 0.440, 0.247, 0.280, 0.284, 0.312, -1.388, 0.807, -0.642, -0.169, -0.804, 0.284, 0.460, 0.380, 0.226, 0.275, 0.281, 0.311]}